No. 1
Below is a molecular structure, C23H49N2O2OsP3, with properties calculated with ωB97M-V with the def2-TZVPD basis set.

Last column: Mulliken spin population.
Cartesian coordinates (Å):
Os (0.76, 0.95, 0.04)  2.1227
P (2.40, -0.42, 0.92)  0.1410
P (2.14, 2.81, 0.19)  -0.0311
P (-0.98, -1.97, 0.01)  0.2045
H (1.85, 1.42, -2.32)  0.0365
C (0.95, 0.96, -1.88)  -0.0534
C (-0.15, 1.88, -1.44)  0.2097
H (0.01, 2.95, -1.58)  0.0085
C (3.43, -1.18, -0.38)  0.0055
C (3.57, 0.29, 2.14)  0.0095
C (1.85, -1.87, 1.89)  0.0365
C (1.76, 4.38, -0.69)  0.0114
C (2.32, 3.41, 1.90)  0.0069
C (3.85, 2.57, -0.48)  0.0067
C (-2.66, -2.28, -0.68)  0.0294
C (-1.25, -2.85, 1.62)  0.0257
C (0.01, -3.27, -0.88)  0.0228
H (0.60, 0.09, -2.48)  -0.0337
H (-1.15, 1.54, -1.73)  0.0256
H (4.41, -1.45, 0.03)  0.0007
H (3.56, -0.48, -1.21)  0.0032
H (2.93, -2.08, -0.76)  0.0012
H (4.17, -0.53, 2.57)  0.0025
H (3.01, 0.78, 2.95)  0.0024
H (4.25, 1.02, 1.69)  0.0012
H (1.58, -2.70, 1.22)  0.0026
H (0.99, -1.61, 2.51)  -0.0037
H (2.66, -2.21, 2.55)  0.0067
H (2.56, 5.11, -0.48)  -0.0008
H (0.81, 4.79, -0.36)  -0.0003
H (1.71, 4.23, -1.77)  0.0006
H (3.35, 3.31, 2.26)  0.0005
H (1.64, 2.87, 2.58)  -0.0020
H (2.04, 4.47, 1.93)  -0.0009
H (4.19, 3.54, -0.87)  -0.0008
H (3.85, 1.85, -1.30)  0.0019
H (4.55, 2.24, 0.29)  -0.0019
H (-3.30, -2.79, 0.06)  0.0005
H (-2.62, -2.89, -1.60)  0.0074
H (-3.11, -1.31, -0.94)  0.0023
H (-2.12, -3.52, 1.55)  0.0068
H (-1.46, -2.11, 2.40)  -0.0014
H (-0.38, -3.43, 1.92)  -0.0009
H (-0.66, -3.94, -1.45)  0.0043
H (0.60, -3.86, -0.17)  0.0006
H (0.71, -2.78, -1.57)  0.0009
C (-1.22, -1.58, -4.75)  0.2868
C (0.08, -1.89, -5.16)  0.0540
C (0.25, -2.29, -6.48)  0.1249
C (-0.81, -2.23, -7.39)  0.2679
C (-2.01, -1.61, -7.00)  0.0521
C (-2.20, -1.20, -5.68)  0.0980
O (-1.60, -1.76, -3.44)  0.0991
H (-1.14, -2.50, -3.07)  0.0043
H (0.88, -1.88, -4.42)  0.0011
H (1.22, -2.67, -6.80)  0.0060
H (-0.69, -2.63, -8.40)  -0.0046
H (-2.79, -1.42, -7.73)  0.0061
H (-3.10, -0.69, -5.33)  0.0003
C (-0.11, 0.70, 4.79)  -0.0014
N (-1.37, 0.76, 4.08)  0.0150
C (-2.61, 0.74, 4.84)  -0.0003
C (-3.81, 0.52, 3.95)  0.0028
C (-3.70, 1.29, 2.66)  0.0048
N (-2.45, 0.93, 2.02)  0.0142
C (-2.33, 1.05, 0.58)  0.0748
C (-1.29, 0.91, 2.75)  -0.0271
O (-0.13, 0.97, 2.21)  0.1072
H (0.48, 1.61, 4.62)  0.0012
H (0.49, -0.16, 4.45)  0.0012
H (-0.31, 0.59, 5.86)  0.0004
H (-2.54, -0.06, 5.58)  0.0014
H (-2.71, 1.69, 5.38)  0.0007
H (-4.71, 0.83, 4.48)  0.0004
H (-3.91, -0.55, 3.73)  -0.0001
H (-3.74, 2.37, 2.86)  0.0016
H (-4.53, 1.05, 1.97)  0.0000
H (-3.07, 0.41, 0.10)  0.0067
H (-2.44, 2.09, 0.25)  -0.0020
H (-1.29, 0.69, 0.34)  -0.0154

Output
HOMO energy (spin up / spin down), eV: -19.28 / -19.20
Total charge: +4
LUMO energy (spin up / spin down), Eh: -0.462 / -0.558
2S+1: 5
Kohn-Sham gap (spin up / spin down), eV: 6.71 / 4.01



No. 2
Below is a molecular structure, C23H49N2O2P3Pd, with properties calculated with ωB97M-V with the def2-TZVPD basis set.

Last column: Mulliken spin population.
Cartesian coordinates (Å):
Pd (-1.12, 1.34, -1.09)  0.9735
P (-1.30, 3.45, -0.32)  0.2958
P (-2.20, 0.06, 0.85)  0.2074
P (0.70, 0.30, -2.33)  0.1813
H (-1.91, -2.28, -0.76)  0.0022
C (-0.89, -2.52, -1.08)  0.0148
C (0.08, -2.96, -0.28)  0.0070
H (0.02, -2.77, 0.79)  0.0002
C (-2.94, 3.70, -1.07)  0.0299
C (-1.40, 4.00, 1.40)  0.0107
C (0.10, 4.18, -1.19)  0.0448
C (-2.43, -1.61, 1.66)  0.0546
C (-1.59, 0.66, 2.50)  0.0329
C (-3.97, 0.55, 1.03)  0.0288
C (1.48, -1.30, -2.88)  0.0332
C (2.26, 1.08, -1.78)  0.0131
C (0.54, 0.96, -4.03)  0.0669
H (-0.75, -2.32, -2.15)  0.0012
H (1.01, -3.36, -0.66)  -0.0006
H (-3.07, 4.76, -1.29)  0.0272
H (-3.73, 3.35, -0.39)  -0.0047
H (-3.02, 3.12, -2.01)  -0.0316
H (-1.59, 5.08, 1.49)  0.0142
H (-0.47, 3.78, 1.94)  0.0011
H (-2.23, 3.49, 1.91)  0.0017
H (0.01, 5.26, -1.29)  0.0229
H (0.19, 3.73, -2.19)  -0.0117
H (1.03, 3.96, -0.64)  0.0021
H (-3.32, -1.58, 2.31)  0.0093
H (-1.57, -1.89, 2.27)  -0.0077
H (-2.59, -2.43, 0.96)  0.0004
H (-2.41, 0.63, 3.23)  0.0068
H (-1.22, 1.68, 2.46)  -0.0102
H (-0.77, 0.02, 2.85)  -0.0120
H (-4.41, 0.05, 1.91)  0.0028
H (-4.51, 0.21, 0.14)  0.0030
H (-4.09, 1.63, 1.12)  0.0023
H (1.84, -1.14, -3.91)  0.0066
H (0.80, -2.16, -2.89)  0.0000
H (2.33, -1.56, -2.25)  0.0010
H (2.95, 1.13, -2.64)  0.0094
H (2.70, 0.45, -0.99)  -0.0027
H (2.06, 2.08, -1.38)  0.0005
H (1.35, 0.55, -4.64)  0.0089
H (0.55, 2.05, -4.01)  -0.0074
H (-0.44, 0.64, -4.42)  -0.0260
C (-2.80, 1.04, -5.49)  0.3241
C (-4.00, 1.70, -5.71)  0.0265
C (-4.77, 1.30, -6.80)  0.1039
C (-4.29, 0.34, -7.70)  0.2623
C (-3.00, -0.19, -7.55)  0.0764
C (-2.21, 0.22, -6.47)  0.0784
O (-2.30, 1.14, -4.20)  0.1271
H (-2.76, 1.86, -3.69)  -0.0058
H (-4.32, 2.43, -4.98)  0.0001
H (-5.76, 1.74, -6.90)  0.0046
H (-4.89, 0.06, -8.57)  -0.0018
H (-2.65, -0.93, -8.29)  0.0074
H (-1.17, -0.10, -6.40)  -0.0040
C (2.17, 0.81, 3.68)  -0.0179
N (2.75, -0.51, 3.76)  0.3691
C (4.19, -0.58, 3.79)  -0.0139
C (4.64, -1.95, 4.24)  0.0094
C (3.99, -3.01, 3.39)  -0.0102
N (2.56, -2.82, 3.40)  0.5376
C (1.74, -3.92, 3.00)  -0.0063
C (1.95, -1.59, 3.47)  -0.0409
O (0.72, -1.47, 3.31)  -0.0549
H (1.26, 0.87, 4.29)  0.0153
H (1.90, 1.11, 2.66)  0.0284
H (2.88, 1.55, 4.07)  0.0028
H (4.62, -0.35, 2.80)  0.0327
H (4.54, 0.21, 4.46)  0.0112
H (4.37, -2.09, 5.29)  0.0032
H (5.72, -2.01, 4.15)  -0.0023
H (4.18, -4.01, 3.78)  0.0146
H (4.38, -2.96, 2.36)  0.0482
H (1.41, -3.85, 1.96)  0.0406
H (2.29, -4.85, 3.07)  0.0050
H (0.84, -4.01, 3.62)  0.0250

Output
HOMO energy (spin up / spin down), eV: -18.89 / -19.35
Total charge: +4
LUMO energy (spin up / spin down), Eh: -0.381 / -0.504
2S+1: 5
Kohn-Sham gap (spin up / spin down), eV: 8.51 / 5.62



No. 3
Below is a molecular structure, C23H49N3OP4Re, with properties calculated with ωB97M-V with the def2-TZVPD basis set.

Last column: Mulliken spin population.
Cartesian coordinates (Å):
Re (0.62, -0.15, 0.04)  1.0263
P (2.31, 0.74, 1.36)  -0.0514
P (-0.22, 1.91, -0.73)  -0.0899
P (2.40, -0.47, -1.55)  -0.0923
H (-0.66, -2.74, 0.32)  -0.0007
C (0.37, -2.45, 0.07)  -0.0191
C (1.30, -2.12, 1.10)  -0.0382
H (0.98, -2.13, 2.15)  0.0039
C (2.05, 1.05, 3.15)  0.0086
C (2.97, 2.42, 0.97)  0.0123
C (3.89, -0.19, 1.55)  0.0008
C (-1.86, 1.96, -1.55)  0.0091
C (-0.47, 3.27, 0.48)  0.0185
C (0.79, 2.78, -2.00)  0.0531
C (3.40, -2.01, -1.33)  0.0187
C (3.76, 0.76, -1.85)  0.0122
C (1.92, -0.68, -3.30)  0.0165
H (0.74, -2.92, -0.84)  0.0111
H (2.34, -2.39, 0.94)  0.0111
H (1.72, 0.13, 3.64)  -0.0011
H (1.32, 1.86, 3.30)  0.0005
H (3.00, 1.36, 3.60)  -0.0009
H (2.24, 3.20, 1.21)  -0.0010
H (3.28, 2.53, -0.08)  -0.0023
H (3.85, 2.57, 1.60)  0.0001
H (3.68, -1.23, 1.81)  -0.0009
H (4.43, 0.27, 2.39)  0.0002
H (4.52, -0.15, 0.66)  0.0001
H (-1.75, 2.42, -2.54)  -0.0009
H (-2.57, 2.56, -0.97)  -0.0013
H (-2.25, 0.94, -1.69)  0.0003
H (-0.77, 4.18, -0.06)  -0.0005
H (0.44, 3.49, 1.03)  -0.0012
H (-1.26, 3.03, 1.20)  -0.0033
H (0.19, 3.57, -2.46)  0.0044
H (1.12, 2.09, -2.79)  -0.0051
H (1.67, 3.25, -1.55)  -0.0022
H (4.06, -2.10, -2.21)  0.0007
H (2.74, -2.88, -1.28)  0.0014
H (4.01, -1.96, -0.43)  -0.0004
H (4.35, 0.41, -2.71)  0.0002
H (4.43, 0.88, -1.00)  0.0020
H (3.33, 1.74, -2.12)  -0.0043
H (2.82, -0.66, -3.92)  -0.0007
H (1.22, 0.10, -3.62)  0.0018
H (1.43, -1.65, -3.43)  0.0050
C (-1.58, -1.48, -2.99)  0.2382
C (-2.54, -0.85, -3.81)  0.0393
C (-2.72, -1.30, -5.12)  0.1289
C (-1.96, -2.36, -5.62)  0.2321
C (-0.98, -2.95, -4.82)  0.1491
C (-0.80, -2.54, -3.50)  0.0674
O (-1.48, -1.06, -1.69)  0.0927
H (-0.47, -0.82, -1.38)  0.0225
H (-3.12, -0.04, -3.40)  -0.0007
H (-3.46, -0.79, -5.75)  0.0063
H (-2.12, -2.72, -6.65)  -0.0094
H (-0.33, -3.73, -5.22)  0.0041
H (-0.05, -2.98, -2.84)  0.0012
C (-2.42, -0.59, 4.63)  -0.0144
N (-2.25, 0.79, 4.13)  0.5388
C (-3.47, 1.22, 3.42)  -0.0171
N (-3.80, 0.31, 2.30)  0.1913
C (-3.94, -1.06, 2.82)  -0.0203
N (-2.73, -1.53, 3.53)  0.1465
C (-1.59, -1.73, 2.63)  0.0182
P (-1.13, -0.12, 1.73)  0.1829
C (-1.05, 0.93, 3.33)  0.0390
C (-2.86, 0.42, 1.20)  0.0297
H (-3.28, -0.58, 5.32)  -0.0018
H (-1.50, -0.91, 5.14)  0.0040
H (-3.33, 2.25, 3.05)  0.0030
H (-4.30, 1.16, 4.15)  -0.0020
H (-4.14, -1.74, 1.98)  0.0099
H (-4.76, -1.05, 3.54)  0.0007
H (-0.73, -2.08, 3.22)  -0.0014
H (-1.85, -2.50, 1.90)  0.0175
H (-0.89, 1.99, 3.07)  -0.0039
H (-0.21, 0.59, 3.95)  0.0033
H (-3.20, -0.21, 0.36)  0.0130
H (-2.84, 1.47, 0.85)  -0.0095

Output
HOMO energy (spin up / spin down), eV: -20.34 / -19.93
Total charge: +4
LUMO energy (spin up / spin down), Eh: -0.495 / -0.553
2S+1: 4
Kohn-Sham gap (spin up / spin down), eV: 6.86 / 4.89



Going through the records in order, we get ΔE to the lowest compared entry with this formula, charge and spin values of 201.0 253.2 107.9 kJ/mol.